1.
{
  "formula": "C32H30FN4O5RhS2Te",
  "method": "ωB97M-V/def2-TZVPD",
  "homo_lumo_gap_ev": [7.31, 5.83],
  "e_above_lowest_kcal_mol": 0.0,
  "lumo_energy_ev": [-0.2, -1.9],
  "spin_multiplicity": 5,
  "charge": 0,
  "species": ["Rh", "C", "C", "C", "C", "C", "C", "C", "F", "C", "C", "C", "O", "C", "C", "N", "C", "C", "O", "O", "H", "H", "H", "H", "H", "H", "H", "H", "H", "H", "H", "N", "C", "C", "C", "C", "C", "C", "S", "O", "O", "N", "C", "S", "C", "C", "N", "H", "H", "H", "H", "H", "H", "H", "H", "C", "C", "C", "C", "C", "C", "Te", "C", "C", "C", "H", "H", "H", "H", "H", "H", "H", "H", "H", "H", "H"],
  "positions_angstrom": [[0.422591, -1.053789, -0.679222], [-5.075637, -2.129692, -5.625749], [-5.527197, -1.061635, -4.638996], [-5.996370, 0.176132, -5.387855], [-6.403549, 1.274711, -4.425757], [-5.253732, 1.604758, -3.520705], [-5.092679, 2.866436, -2.997830], [-4.025508, 3.141589, -2.147968], [-3.912778, 4.391869, -1.662382], [-3.111368, 2.191736, -1.800505], [-3.256246, 0.898126, -2.320893], [-2.291668, -0.128997, -1.913215], [-1.342646, 0.208511, -1.172234], [-2.560855, -1.447215, -2.382044], [-3.615915, -1.641501, -3.230508], [-4.440888, -0.690690, -3.690284], [-4.315849, 0.604864, -3.188512], [-1.806447, -2.706574, -2.005335], [-2.379170, -3.775898, -2.117370], [-0.574768, -2.572676, -1.633587], [-5.856432, -2.257705, -6.374964], [-4.907796, -3.101799, -5.169036], [-4.160894, -1.819819, -6.132828], [-6.360163, -1.447339, -4.041286], [-6.831331, -0.110974, -6.027280], [-5.189410, 0.525266, -6.038884], [-7.258222, 0.941158, -3.828334], [-6.721206, 2.169438, -4.961718], [-5.794175, 3.655382, -3.236714], [-2.286809, 2.408925, -1.137737], [-3.800754, -2.653601, -3.555746], [5.715672, 4.034612, 3.042623], [5.313285, 2.824279, 2.502774], [6.231738, 1.984832, 1.872432], [5.831312, 0.759233, 1.366835], [4.512200, 0.355741, 1.490758], [3.589384, 1.182082, 2.121653], [3.982787, 2.404704, 2.622727], [3.978602, -1.202096, 0.852222], [3.425248, -1.952829, 1.946778], [5.084443, -1.749241, 0.105605], [2.745017, -0.839778, -0.115375], [2.954039, -0.306514, -1.334182], [4.403365, 0.200325, -2.124831], [3.459038, 0.706749, -3.489772], [2.151469, 0.449612, -3.282471], [1.867293, -0.120340, -2.068032], [6.577182, 4.421039, 2.696725], [4.997772, 4.717968, 3.211800], [7.264935, 2.296744, 1.777976], [6.537600, 0.108494, 0.869375], [2.560226, 0.856756, 2.221073], [3.262686, 3.047219, 3.116286], [3.923037, 1.130658, -4.363359], [1.349102, 0.642247, -3.977551], [2.669035, -0.604883, 7.113489], [1.988951, -0.895160, 5.804630], [2.011686, -2.168922, 5.253497], [1.367395, -2.468895, 4.061056], [1.450259, -3.856307, 3.500600], [0.682769, -1.436091, 3.407294], [-0.421280, -1.926133, 1.686013], [0.664300, -0.134585, 3.918810], [-0.007417, 1.022997, 3.230584], [1.319126, 0.108030, 5.121288], [3.149845, -1.496294, 7.513336], [1.952251, -0.246227, 7.854128], [3.431764, 0.166408, 6.995720], [2.553962, -2.957781, 5.761892], [1.932623, -4.526827, 4.210486], [2.032477, -3.857597, 2.579433], [0.458098, -4.259843, 3.281014], [-0.343886, 0.779433, 2.222022], [0.682481, 1.865350, 3.148127], [-0.876267, 1.365941, 3.795608], [1.312267, 1.115895, 5.524385]],
  "forces_ev_per_angstrom": [[0.418, 0.049, -0.052], [-0.008, -0.007, 0.008], [-0.006, 0.010, 0.010], [0.008, -0.040, -0.007], [-0.032, 0.018, -0.013], [0.070, 0.017, 0.046], [0.015, -0.027, 0.005], [0.007, 0.008, 0.001], [0.008, -0.004, 0.002], [-0.039, 0.012, -0.041], [-0.047, 0.017, -0.010], [0.096, -0.053, 0.009], [-0.048, 0.052, 0.031], [-0.108, 0.018, -0.007], [0.047, -0.009, 0.016], [-0.027, -0.008, 0.010], [-0.019, 0.000, 0.009], [0.114, -0.015, 0.098], [-0.044, 0.002, -0.069], [-0.103, -0.055, -0.114], [-0.004, 0.003, -0.006], [-0.005, -0.008, 0.012], [0.008, 0.005, -0.006], [0.001, 0.023, -0.002], [0.003, -0.004, 0.003], [0.002, 0.007, -0.005], [-0.005, 0.001, -0.006], [-0.001, -0.005, 0.001], [-0.005, 0.007, -0.009], [0.005, -0.002, 0.008], [0.011, -0.010, 0.003], [0.039, 0.000, 0.094], [-0.029, -0.005, -0.026], [-0.011, -0.021, -0.001], [0.009, 0.006, -0.031], [-0.027, 0.026, -0.041], [-0.052, -0.037, 0.032], [0.018, -0.008, -0.002], [0.045, 0.002, 0.177], [0.001, -0.049, -0.103], [-0.012, 0.056, 0.011], [-0.039, -0.121, -0.108], [-0.084, -0.072, 0.098], [0.039, 0.004, -0.028], [-0.070, 0.009, -0.039], [0.136, 0.037, 0.004], [-0.023, 0.237, -0.178], [-0.027, 0.011, -0.021], [0.010, 0.002, -0.038], [0.006, 0.004, 0.000], [0.006, -0.005, -0.005], [0.062, -0.008, -0.021], [-0.005, 0.008, 0.010], [0.009, 0.005, -0.005], [0.001, 0.013, -0.009], [0.039, 0.009, 0.004], [-0.013, 0.007, 0.044], [-0.015, -0.034, -0.044], [-0.068, 0.124, 0.099], [-0.070, -0.073, 0.028], [-0.055, 0.183, -0.033], [-0.237, -0.315, 0.321], [0.117, -0.081, -0.032], [-0.079, 0.036, -0.017], [0.036, 0.019, -0.060], [0.006, -0.003, 0.001], [-0.004, 0.001, -0.001], [0.007, 0.007, -0.008], [0.005, -0.007, 0.013], [0.015, -0.002, -0.017], [0.031, 0.015, -0.034], [-0.003, 0.000, 0.000], [0.020, -0.002, -0.007], [-0.027, 0.019, 0.031], [-0.012, -0.010, -0.004], [-0.011, 0.009, 0.018]]
}

2.
{
  "formula": "C32H30N3O6PtSi",
  "method": "ωB97M-V/def2-TZVPD",
  "homo_lumo_gap_ev": 6.78,
  "e_above_lowest_kcal_mol": 26.6,
  "lumo_energy_ev": 1.9,
  "spin_multiplicity": 1,
  "charge": -1,
  "species": ["Pt", "O", "C", "C", "C", "C", "C", "C", "C", "N", "C", "C", "N", "H", "H", "H", "H", "H", "H", "H", "O", "C", "C", "C", "C", "C", "C", "C", "O", "N", "O", "O", "H", "H", "H", "H", "C", "C", "C", "C", "Si", "O", "C", "C", "C", "C", "C", "C", "C", "C", "C", "C", "C", "C", "H", "H", "H", "H", "H", "H", "H", "H", "H", "H", "H", "H", "H", "H", "H", "H", "H", "H", "H"],
  "positions_angstrom": [[1.268531, 1.079878, 0.384482], [2.831492, 0.474630, 1.479485], [4.053160, 0.210691, 1.093717], [5.084894, 1.012449, 1.634129], [6.419571, 0.780695, 1.384262], [6.805161, -0.278387, 0.567021], [5.816527, -1.083735, 0.033201], [4.454423, -0.874697, 0.272701], [3.524584, -1.888872, -0.249672], [2.392689, -1.745682, -0.896841], [1.929722, -3.015671, -1.142547], [2.794822, -3.943508, -0.648832], [3.816806, -3.215982, -0.088756], [4.770128, 1.829379, 2.271577], [7.167690, 1.430657, 1.824226], [7.848036, -0.466563, 0.347620], [6.102218, -1.904556, -0.617325], [0.998486, -3.184803, -1.656666], [2.776687, -5.018954, -0.634932], [4.583089, -3.574939, 0.451419], [2.373705, 2.670306, -0.231654], [1.854331, 3.698461, -0.675222], [0.466524, 3.965168, -0.932348], [0.154273, 5.267885, -1.342944], [-1.137634, 5.621927, -1.621975], [-2.184784, 4.680933, -1.516647], [-1.910624, 3.405312, -1.138002], [-0.577474, 2.984135, -0.824926], [-0.408201, 1.771564, -0.489514], [-1.431315, 6.980515, -2.034690], [-2.592175, 7.265751, -2.283228], [-0.509341, 7.777689, -2.115968], [2.542321, 4.523472, -0.900215], [0.938041, 6.007753, -1.438836], [-3.195143, 4.993891, -1.736567], [-2.691579, 2.662297, -1.034828], [-0.435788, -3.636659, 1.728358], [-1.432061, -2.497168, 1.971318], [-1.100763, -1.856154, 3.327652], [-2.863635, -3.036494, 2.052144], [-1.174537, -1.135195, 0.658599], [0.241020, -0.482189, 1.009752], [-2.585658, 0.115806, 0.829612], [-3.780144, 0.021085, 0.114822], [-4.789195, 0.966882, 0.260343], [-4.616359, 2.036656, 1.127446], [-3.430612, 2.155818, 1.842334], [-2.430392, 1.205481, 1.691709], [-1.314712, -1.810939, -1.112872], [-1.879379, -3.044420, -1.447089], [-1.971380, -3.477922, -2.765007], [-1.502902, -2.674665, -3.793795], [-0.939297, -1.442608, -3.490211], [-0.845145, -1.022945, -2.170732], [-0.497068, -4.372394, 2.540824], [0.585988, -3.251904, 1.693280], [-0.622544, -4.160937, 0.788745], [-1.173020, -2.611758, 4.120513], [-1.802247, -1.053541, 3.572062], [-0.093633, -1.438966, 3.329900], [-2.947373, -3.742594, 2.888190], [-3.177867, -3.565709, 1.151292], [-3.581061, -2.230869, 2.226734], [-3.920792, -0.798292, -0.583408], [-5.706301, 0.873581, -0.309854], [-5.396986, 2.779814, 1.238799], [-3.282689, 2.997355, 2.508989], [-1.492608, 1.322072, 2.225011], [-2.251184, -3.698289, -0.669796], [-2.409436, -4.444492, -2.985449], [-1.571506, -3.007512, -4.822655], [-0.557807, -0.809590, -4.282678], [-0.380543, -0.069402, -1.955606]],
  "forces_ev_per_angstrom": [[0.046, -0.109, -0.138], [-0.241, -0.227, 0.030], [0.264, 0.090, -0.071], [-0.054, 0.023, -0.050], [0.045, -0.022, -0.017], [-0.018, 0.050, 0.031], [-0.001, -0.011, -0.089], [0.066, 0.049, 0.046], [-0.199, -0.023, 0.023], [0.083, 0.066, -0.037], [0.036, 0.079, -0.063], [0.017, -0.009, 0.007], [-0.002, -0.048, 0.091], [-0.001, 0.002, 0.000], [0.003, 0.000, 0.001], [0.003, -0.002, -0.002], [-0.027, -0.011, 0.007], [-0.022, 0.007, -0.040], [-0.007, -0.007, 0.001], [0.009, 0.029, 0.004], [-0.019, -0.005, 0.195], [-0.048, 0.068, -0.049], [0.063, -0.055, 0.028], [-0.027, 0.042, -0.015], [0.020, 0.008, -0.005], [0.009, -0.016, 0.008], [-0.038, -0.003, -0.025], [-0.001, 0.010, -0.067], [0.106, -0.019, 0.013], [-0.011, 0.035, -0.011], [0.026, -0.026, 0.011], [-0.006, -0.030, 0.006], [-0.002, -0.009, -0.028], [0.000, 0.001, -0.003], [-0.001, 0.000, -0.002], [0.004, 0.002, -0.013], [-0.002, 0.014, 0.021], [-0.014, -0.004, -0.003], [0.004, 0.004, -0.007], [0.011, 0.005, -0.010], [-0.027, -0.022, 0.031], [0.028, 0.068, 0.068], [-0.043, 0.010, 0.002], [0.028, -0.020, 0.030], [-0.009, 0.029, -0.010], [-0.015, -0.006, -0.008], [0.016, -0.021, 0.017], [-0.047, 0.000, 0.020], [-0.042, 0.007, -0.002], [-0.014, 0.021, -0.001], [-0.007, 0.005, -0.010], [0.003, -0.005, 0.019], [0.039, -0.011, 0.024], [0.025, 0.015, 0.018], [-0.003, -0.001, 0.009], [0.001, -0.010, -0.017], [0.012, -0.001, 0.004], [-0.004, -0.002, -0.001], [0.000, 0.018, -0.005], [0.001, 0.001, 0.000], [0.003, -0.002, 0.000], [0.004, -0.004, -0.033], [-0.001, 0.003, 0.001], [-0.004, -0.005, 0.002], [-0.003, 0.000, 0.001], [-0.003, 0.003, 0.000], [0.001, 0.004, 0.001], [-0.006, -0.011, 0.014], [-0.010, -0.009, 0.026], [-0.001, -0.002, -0.001], [0.002, -0.001, 0.001], [-0.003, -0.004, 0.001], [0.007, 0.007, 0.020]]
}

3.
{
  "formula": "C32H30N6O5W",
  "method": "ωB97M-V/def2-TZVPD",
  "homo_lumo_gap_ev": [6.31, 5.99],
  "lumo_energy_ev": [-6.4, -6.6],
  "spin_multiplicity": 1,
  "charge": 2,
  "species": ["W", "O", "C", "N", "C", "C", "C", "C", "C", "C", "N", "C", "O", "C", "C", "C", "C", "C", "N", "C", "C", "C", "C", "C", "N", "H", "H", "H", "H", "H", "H", "H", "H", "H", "H", "H", "H", "O", "C", "C", "C", "C", "N", "C", "C", "C", "C", "C", "C", "O", "C", "C", "N", "H", "H", "H", "H", "H", "H", "H", "H", "H", "H", "H", "H", "C", "C", "O", "H", "H", "H", "H", "H", "H"],
  "positions_angstrom": [[-0.248517, -0.180795, -0.376790], [3.812878, -0.231874, -0.833141], [2.635971, -0.429562, -1.000565], [1.689357, -0.723353, -0.027925], [2.106486, -1.362573, 1.163084], [3.391735, -1.775039, 1.510392], [3.556890, -2.452226, 2.705737], [2.475270, -2.710572, 3.541420], [1.197345, -2.301924, 3.202549], [1.025621, -1.619316, 2.000451], [-0.160409, -1.057785, 1.484837], [-1.338215, -1.166401, 2.202495], [-1.647374, -2.037092, 2.981988], [-2.234837, -0.002685, 1.932414], [-3.296399, 0.305235, 2.757436], [-3.975498, 1.492902, 2.531553], [-3.556103, 2.314726, 1.497875], [-2.501603, 1.913822, 0.696507], [-1.850278, 0.761155, 0.896123], [2.040354, -0.475153, -2.369354], [2.840380, -0.483990, -3.494077], [2.235223, -0.615273, -4.733018], [0.854530, -0.726837, -4.786194], [0.125836, -0.684555, -3.612009], [0.700647, -0.564847, -2.405745], [4.238823, -1.567163, 0.878911], [4.546975, -2.780772, 2.989900], [2.629667, -3.241133, 4.470699], [0.361967, -2.517638, 3.847153], [-3.545444, -0.371050, 3.562774], [-4.803778, 1.781061, 3.164349], [-4.034721, 3.264265, 1.307255], [-2.165354, 2.540042, -0.116158], [3.910587, -0.400906, -3.367475], [2.827013, -0.640370, -5.637622], [0.335600, -0.847142, -5.726257], [-0.952298, -0.755081, -3.641986], [-3.076430, 3.856015, -5.396771], [-3.834498, 2.778429, -4.911430], [-3.055960, 2.095893, -3.824873], [-3.530229, 0.928262, -3.231810], [-2.786066, 0.321498, -2.245722], [-1.610535, 0.819025, -1.827572], [-1.159872, 1.972506, -2.363226], [-1.854540, 2.623516, -3.368986], [0.065643, 2.521499, -1.739875], [0.635211, 3.719894, -2.126519], [1.733243, 4.212657, -1.431825], [2.384335, 5.505720, -1.828228], [1.727542, 6.006849, -2.966944], [2.201112, 3.479538, -0.348597], [1.594496, 2.287789, -0.015192], [0.551469, 1.794649, -0.707796], [-3.572745, 4.327498, -6.073859], [-4.057130, 2.043936, -5.694493], [-4.792531, 3.107203, -4.489514], [-4.469971, 0.483500, -3.531869], [-3.114182, -0.591828, -1.770052], [-1.487999, 3.540615, -3.802607], [0.245630, 4.287706, -2.956661], [3.446542, 5.314641, -2.020127], [2.319263, 6.198740, -0.981176], [2.115698, 6.850551, -3.220232], [3.040926, 3.818951, 0.243048], [1.944859, 1.691231, 0.815802], [-0.061600, -3.877299, -0.698747], [-1.170843, -3.150991, -1.411155], [-1.552172, -1.919503, -0.690018], [0.239219, -4.740192, -1.293023], [-0.383727, -4.241500, 0.277995], [0.811923, -3.237892, -0.556812], [-2.080116, -3.747113, -1.483195], [-0.893556, -2.826036, -2.409147], [-1.889166, -2.214462, 0.170310]],
  "forces_ev_per_angstrom": [[0.264, -0.239, 0.060], [-0.073, 0.069, -0.003], [0.136, -0.154, -0.099], [-0.140, 0.084, -0.019], [-0.013, 0.012, 0.049], [-0.043, -0.016, 0.036], [0.029, -0.004, -0.006], [-0.005, -0.003, 0.007], [0.043, 0.017, -0.040], [0.018, 0.024, -0.038], [0.035, 0.070, 0.038], [-0.089, -0.071, 0.116], [0.050, 0.051, -0.042], [-0.003, 0.058, -0.037], [0.052, 0.040, -0.071], [-0.034, -0.017, 0.046], [0.041, -0.008, -0.031], [-0.033, -0.011, 0.055], [0.000, -0.119, -0.017], [-0.037, 0.083, -0.020], [-0.052, 0.008, 0.035], [0.013, -0.013, -0.009], [-0.020, 0.001, 0.026], [-0.002, -0.035, 0.005], [0.004, 0.051, 0.019], [-0.007, -0.004, 0.004], [0.000, -0.007, 0.009], [0.001, -0.003, 0.006], [0.000, -0.003, 0.005], [0.006, -0.013, 0.008], [-0.005, 0.008, -0.004], [-0.003, 0.010, -0.004], [-0.009, 0.002, 0.003], [0.008, -0.004, 0.007], [0.002, 0.003, -0.010], [-0.003, 0.004, -0.007], [-0.001, -0.011, 0.012], [0.006, 0.012, -0.003], [-0.021, -0.010, 0.006], [0.016, 0.045, -0.026], [-0.015, -0.082, 0.078], [0.009, 0.072, -0.041], [0.072, 0.069, -0.109], [-0.004, 0.030, -0.018], [-0.002, -0.082, 0.050], [-0.018, -0.021, 0.006], [0.034, -0.042, 0.058], [0.006, 0.018, -0.014], [-0.010, -0.001, -0.002], [-0.004, 0.011, -0.002], [-0.004, -0.053, 0.048], [-0.040, 0.034, -0.064], [0.026, 0.137, 0.017], [0.004, -0.002, 0.006], [0.007, 0.004, 0.005], [0.003, -0.014, -0.004], [-0.009, 0.020, -0.021], [-0.004, 0.001, -0.022], [0.000, 0.008, -0.005], [-0.003, 0.006, -0.009], [-0.005, 0.004, 0.010], [0.014, -0.006, -0.005], [-0.002, -0.009, -0.001], [0.009, 0.019, -0.007], [0.007, 0.018, 0.002], [0.072, 0.001, 0.018], [-0.027, -0.023, -0.002], [-0.175, -0.033, 0.069], [-0.008, -0.022, 0.008], [-0.014, 0.009, 0.012], [-0.024, -0.007, -0.043], [0.022, -0.006, -0.010], [0.049, 0.036, 0.011], [-0.100, -0.005, -0.083]]
}